# 1
Formula: C38H52BClCsF10ILiN5NaO14S4V
Source: the OMol25 dataset
Level of theory: ωB97M-V/def2-TZVPD

The geometry in XYZ format:
```
130
Properties=species:S:1:pos:R:3:forces:R:3:mulliken_charge:R:1
C 6.54731 -3.45222 3.67346 1.4060 -0.2048 -0.4989 -0.403
C 7.85183 -3.50719 2.95685 -0.1069 -0.9638 -1.1538 -0.234
C 8.05610 -4.61096 1.73179 -4.5721 -0.3070 -3.6778 0.635
O 7.03858 -5.23181 1.09936 6.2823 3.5644 4.3136 -0.522
O 9.44047 -4.93993 1.30289 -2.1606 2.0874 0.0039 -0.338
C 9.97513 -3.87154 0.41199 -0.4030 0.3377 0.2814 0.021
C 9.27980 -3.89435 -1.09719 1.1009 0.3497 0.2859 -0.135
C 8.36751 -2.56959 -1.42549 -0.2831 0.0400 0.9807 -0.610
C 6.89036 -2.93934 -2.11669 1.4017 -0.0151 1.1192 -0.499
C 5.75742 -2.39213 -1.06626 -0.1131 -0.0916 -0.4657 -0.353
C 4.23061 -2.27105 -1.73815 2.0246 -1.5800 0.3267 -0.693
N 3.76496 -0.86469 -1.44561 -3.3824 1.1564 -1.5336 0.554
C 3.82586 0.05650 -2.62694 1.4420 2.3119 -3.6533 -0.184
C 5.34286 0.28676 -3.29559 -2.2267 1.9466 -2.0884 -0.310
C 5.55448 1.23992 -4.62582 -2.7919 -0.1394 1.2080 0.108
C 7.03338 1.44868 -5.34530 -0.4383 -2.0581 -0.9275 0.545
F 8.07112 0.50490 -4.79804 -3.8263 3.5417 -1.2910 -0.186
F 6.83261 1.01623 -6.77864 0.7506 1.4520 3.8879 -0.287
C 7.53673 3.00761 -5.40537 0.4483 -0.6021 -0.3816 0.239
F 8.85728 3.06981 -6.08524 -3.6993 0.0079 2.6086 -0.260
F 7.53035 3.53530 -4.01929 0.5106 -1.3133 -4.0633 -0.270
C 4.29843 2.06808 -5.35645 -0.7830 -3.0361 3.8264 -0.962
C 2.79835 1.84145 -4.69992 3.3320 -1.0543 0.5509 0.238
C 1.53962 2.63711 -5.39233 0.7589 0.1871 0.8543 -0.591
C 0.55391 1.70562 -6.31339 -6.3431 1.8470 -0.0395 0.348
O -0.77379 1.99545 -6.39517 8.6683 -1.6359 0.8254 -0.556
I 1.39156 0.03094 -7.44572 -0.7439 1.2625 0.7193 0.243
C 2.60053 0.83264 -3.38059 3.2729 0.2390 -0.7379 0.435
S 0.84200 0.61665 -2.77269 1.9758 -0.5641 1.0853 -0.232
C 1.04850 -0.18029 -1.08171 0.6230 -1.3891 2.9458 0.533
C -0.31979 -0.19267 -0.12048 2.3099 -1.7694 1.3725 -0.329
C -1.73544 0.48057 -0.67869 1.2361 0.9365 1.0323 -1.232
C -1.60884 2.10393 -0.29681 -0.2163 0.1110 -0.6138 0.191
O -0.98532 2.29305 1.02728 0.6803 2.0135 -1.9292 -0.241
C -0.01449 3.40031 1.02199 1.5763 -0.0983 1.7594 0.410
C 1.55875 2.85795 0.87127 0.1020 0.3948 -0.9060 -0.502
C -0.26030 -0.86962 1.37426 3.3999 -0.1277 -2.3534 0.433
C -1.51590 -1.00693 2.42479 0.4384 -0.3444 0.1906 -0.377
C -1.70415 -2.55886 3.01921 -0.8680 0.4053 -0.1712 0.252
N -2.21794 -3.53668 1.98583 1.0543 0.4379 0.6780 -0.609
C 1.20424 -1.46572 1.85916 -0.3542 1.4574 -3.6666 -0.587
C 2.57121 -1.44317 0.89574 -3.8475 1.2897 -0.0682 -0.432
N 3.81771 -2.03497 1.51539 -1.8565 1.6263 -0.3310 -0.221
C 2.49934 -0.79437 -0.64529 -2.8359 -0.4557 3.1463 -0.032
H 5.66176 -2.83263 3.22637 1.1104 -2.7826 0.1472 0.156
H 6.42870 -4.04113 4.70148 0.5852 2.7672 -1.4854 0.274
H 8.75842 -2.77044 3.17909 -1.4045 -2.8910 0.6932 0.272
H 9.83217 -2.84894 0.97544 0.3548 -1.7671 -1.3569 0.261
H 11.14911 -4.05870 0.37413 -2.3810 0.2409 0.6568 -0.412
H 8.71829 -4.91749 -1.18631 1.0141 2.0512 0.0990 0.272
H 10.19531 -3.86980 -1.85789 -1.8225 -0.2634 1.1548 0.300
H 8.97674 -1.78460 -2.04987 -1.1906 -1.6855 1.0149 0.232
H 8.15063 -2.04765 -0.37455 0.4218 -1.1132 -2.1613 0.189
H 6.88576 -4.12677 -2.18846 -0.3615 2.6597 -0.1923 0.367
H 6.89490 -2.40851 -3.16074 -0.3946 -1.2562 1.9036 0.327
H 5.70935 -3.10570 -0.12864 0.2821 1.5827 -1.8889 0.051
H 6.08486 -1.29296 -0.73453 -0.8329 -2.4406 -0.5900 0.340
H 3.53048 -3.11926 -1.27481 1.3483 2.2474 -1.0264 0.367
H 4.37562 -2.46972 -2.88410 -0.6663 0.6157 2.0926 0.472
H 6.31723 -0.25033 -2.86426 -2.5443 1.3199 -0.9994 0.214
H 6.76759 3.58206 -6.10071 1.8441 -0.8906 1.8112 0.237
H 4.49402 2.74727 -6.31827 -0.6606 -1.7775 2.3839 0.150
H 1.99768 3.52329 -6.04426 -1.0095 -2.1390 1.1845 0.356
H 0.92319 3.17022 -4.52281 1.0184 -1.3402 -1.9403 0.056
H -2.68070 0.09944 -0.10130 2.0670 0.3994 -1.1776 0.247
H -1.87775 0.35033 -1.83303 0.3104 0.2337 2.2691 0.429
H -2.65921 2.63740 -0.25288 1.7960 -1.1630 -0.2150 0.232
H -0.95365 2.65852 -1.12228 -1.0897 -1.3472 1.4614 -0.190
H -0.03372 3.96996 2.06940 -0.4000 -1.3432 -2.2420 0.322
H -0.26854 4.24526 0.21881 0.5922 -1.9382 1.7060 -0.612
H 1.85161 2.07263 1.69169 -0.9849 1.5076 -1.6063 0.185
H 2.34512 3.74728 0.94077 -1.8931 -1.6633 -0.0352 0.371
H 1.70815 2.37945 -0.18977 -0.3241 0.7255 2.0925 0.016
H -2.54696 -0.61998 1.96577 2.3615 -0.9783 0.8190 0.088
H -1.27708 -0.34329 3.35896 -0.3622 -1.0632 -1.7977 0.264
H -2.53925 -2.50413 3.86987 1.9495 -0.0011 -1.5915 -0.017
H -0.72660 -2.96312 3.53090 -1.5125 1.0912 -0.8102 -0.111
H -1.88742 -4.49614 2.30095 -0.5772 1.2037 -0.8366 0.411
H -1.84554 -3.35618 1.02775 -0.0850 -0.1344 1.2731 0.241
H 1.27339 -1.95893 2.92969 -0.0280 1.1424 -2.4413 0.068
H 3.50879 -2.79097 2.16748 0.4184 1.0960 -0.6241 0.346
H 4.31220 -1.25318 2.03984 -0.8441 -1.4436 -0.8117 0.285
N -4.34872 -3.56157 7.82441 -0.8015 1.4576 -0.2776 -0.305
S -2.77826 -3.53676 7.83733 5.6825 -1.5512 0.7457 1.032
O -2.12197 -3.21814 9.10124 -1.7796 0.1498 -1.8089 -0.562
O -2.09619 -3.08408 6.63072 -1.6192 0.1855 0.8478 -0.460
F -2.48816 -5.11101 7.75370 -1.0437 0.4844 -0.1190 -0.268
S -4.94932 -2.11505 7.96676 -3.0804 0.4279 3.1678 1.080
O -6.37722 -2.09846 8.28138 2.3409 -0.6029 -1.3399 -0.627
O -4.53874 -1.09956 7.00493 1.3274 -2.0736 3.6216 -0.599
F -4.32775 -1.57199 9.33126 0.0183 -0.1397 -0.8015 -0.246
Cs -5.07722 -0.31397 4.97587 -1.0243 1.5903 -4.2036 0.976
O -1.06576 -6.01140 2.84003 2.4744 0.2242 2.9713 -0.944
V 0.02278 -5.92267 4.21609 0.3638 -0.1053 1.0251 1.499
O 1.11132 -5.83393 5.59215 -2.6973 -0.1534 -3.7834 -0.787
Cl 9.92278 -0.89846 -4.86601 0.9601 -0.8340 0.1767 -0.305
B 0.62278 -2.47348 -10.69413 -0.2388 -0.2864 -0.4935 0.666
F -0.32065 -3.56361 -10.50648 1.0881 1.2653 -0.1264 -0.407
F 1.76573 -2.66515 -9.81630 -1.0494 0.3792 -0.6026 -0.421
F 1.07166 -2.45361 -12.07685 -0.4754 0.0227 1.6437 -0.405
F -0.02562 -1.21142 -10.37694 0.7390 -1.1890 -0.1656 -0.417
Li 12.32278 -4.54375 -0.92483 0.1623 -0.4960 0.3548 0.957
Na -0.87722 5.22684 -1.32483 -0.1763 0.0746 -0.5161 0.986
O -9.46220 1.32339 2.44979 -0.0184 0.6696 -0.8492 -0.640
S -9.76749 1.71401 1.08884 -0.6918 -0.0551 -0.3639 1.184
O -9.06238 2.78705 0.42113 -0.3007 -0.7167 0.8867 -0.599
O -11.36971 1.98173 0.96042 1.2931 -0.8562 -0.2813 -0.243
C -11.98022 2.90418 1.85129 -0.4759 0.9601 0.6436 -0.436
C -11.69883 4.33765 1.44211 0.3083 0.2016 -0.0655 -0.718
C -9.69848 0.27235 0.05542 -0.2017 -0.0105 -0.0175 -0.918
H -11.66402 2.71672 2.88291 0.0833 -0.1124 -0.1523 0.306
H -13.05968 2.72559 1.80688 0.2680 -0.2772 -0.1577 0.289
H -10.63873 4.57990 1.56153 -0.1277 -0.0288 0.0057 0.315
H -12.27565 5.03577 2.05535 -0.0395 -0.1221 -0.0914 0.178
H -11.94985 4.49674 0.38849 -0.0707 -0.0251 0.1949 0.276
H -10.26663 -0.53074 0.52818 0.0609 0.1736 -0.0360 0.319
H -8.65136 -0.01902 -0.04764 -0.0994 0.1649 0.1000 0.366
H -10.11311 0.51897 -0.92400 0.0567 0.0254 0.1804 0.319
O 13.45539 -6.07183 1.71479 -0.1588 1.5198 -1.5220 -0.721
H 13.42525 -6.77600 2.33661 -0.1194 -1.0404 0.8123 0.225
N -13.71759 7.54356 3.22048 0.0064 -0.0795 -0.0099 0.001
C -15.03514 7.91424 3.14842 -0.1209 0.0663 -0.0057 -0.480
C -15.17104 8.80206 2.10463 -0.2228 -0.2069 0.2921 -0.408
C -13.89145 8.96811 1.52299 0.4012 -0.1134 -0.0051 -0.391
C -13.01348 8.17723 2.22983 0.0692 0.0861 -0.0883 -0.474
H -13.32627 6.90209 3.89798 -0.1712 0.2846 -0.2543 0.219
H -15.76096 7.51684 3.84518 0.1050 0.1008 -0.1345 0.367
H -16.09249 9.27772 1.79476 0.1560 -0.0977 0.0691 0.380
H -13.63785 9.59641 0.67894 -0.0288 -0.1192 0.1511 0.398
H -11.95056 8.01260 2.11380 -0.1792 0.0628 -0.0009 0.389
```
Forces are in eV/Å.

Results
electronic energy	-7312.94975	hartree
largest force on an atom	8.9	eV Å⁻¹
LUMO energy	-6.708	eV

# 2
Formula: C38H52BeN3OP2
Source: the OMol25 dataset
Level of theory: ωB97M-V/def2-TZVPD

The geometry in XYZ format:
```
97
Properties=species:S:1:pos:R:3:forces:R:3:mulliken_charge:R:1
C -1.76706 -1.59982 -2.09978 0.4178 -0.1859 0.8237 0.461
C 0.52637 -1.74178 -1.56597 -0.1477 -0.1598 -1.6000 0.374
C -1.63258 -2.61253 -3.04713 -0.6698 0.4490 0.0986 -1.019
C 0.69759 -2.79474 -2.49118 -0.3626 0.2716 0.4239 -0.822
C -0.41778 -3.25630 -3.20600 0.5662 -0.4472 0.3919 -0.827
H -2.51847 -2.84749 -3.63438 0.3577 -0.0758 -0.0797 0.533
H 1.70908 -3.15139 -2.70853 -0.4181 0.1151 0.0617 0.551
H -0.31868 -4.10089 -3.90233 -0.0197 0.5559 0.2393 0.411
N -0.73955 -1.31867 -1.25708 1.1980 -0.0984 -1.0120 0.676
P -2.93114 -0.03122 -0.22650 0.3285 0.2380 -0.4476 0.492
P 2.98900 -0.13526 -0.21391 -0.2265 0.2956 -2.7178 0.046
C -3.01903 -0.73952 -1.93560 0.0181 -0.1837 0.1061 -1.277
H -3.03753 0.09431 -2.65794 0.3103 -0.3982 0.1429 0.549
H -3.91400 -1.34043 -2.13383 0.2111 0.2173 0.0634 0.506
C 1.82285 1.77383 0.94822 -2.8827 3.7109 2.2390 0.001
O 1.18847 2.26616 1.79815 1.7226 -1.6881 -1.0433 -0.303
C 1.62698 -0.66322 -1.47578 1.7079 -2.9829 -0.2591 0.022
H 2.22462 -0.83392 -2.41797 -0.7125 -0.0813 1.1595 0.396
C 4.33041 0.51365 -1.48681 0.0658 -0.8304 0.4196 2.166
C 3.48854 -1.04332 1.30131 0.2230 -0.8924 -0.8213 2.304
C -3.43123 1.76258 -0.21602 -0.8508 -0.4731 -0.0776 1.954
C -3.98370 -1.25093 0.74444 -0.1807 0.3945 -0.1191 2.216
C 4.37734 2.03932 -1.30963 0.1997 0.0008 -0.0697 -1.758
H 4.50626 2.34386 -0.26490 -0.0177 -0.1308 -0.1200 0.293
H 5.23168 2.42521 -1.88306 -0.0924 -0.0066 0.0993 0.519
H 3.47881 2.53150 -1.69594 0.2127 -0.2135 0.1328 0.259
C 5.66475 -0.13310 -1.12358 0.4583 0.1569 -0.2993 -1.871
H 6.02440 0.14982 -0.13018 0.0023 -0.1367 -0.2612 0.278
H 5.58860 -1.22488 -1.20617 0.1614 0.3824 0.0038 0.333
H 6.40907 0.19900 -1.86235 0.0337 -0.0361 0.2604 0.529
C 4.13942 0.18605 -2.98905 -0.1089 0.0683 0.0627 -1.905
H 4.89709 0.75060 -3.55473 -0.0291 -0.1619 0.2635 0.602
H 4.31145 -0.88226 -3.19489 -0.1486 0.2714 0.0733 0.327
H 3.18490 0.50589 -3.42015 0.2737 -0.1209 0.2097 0.384
C 4.37244 -0.05222 2.08436 -0.0831 -0.1797 0.0675 -1.486
H 3.86297 0.91420 2.22303 0.1906 -0.3258 0.0019 0.231
H 4.56024 -0.49566 3.07064 0.0716 0.1540 -0.0935 0.517
H 5.33867 0.12395 1.59461 -0.3573 -0.0692 0.2597 0.272
C 2.23416 -1.38989 2.12251 0.1570 0.0717 -0.0810 -1.445
H 1.64272 -0.50743 2.38073 0.2331 -0.0604 -0.0610 -0.184
H 1.58604 -2.09963 1.58928 0.1449 0.1373 0.0909 0.230
H 2.57503 -1.86350 3.05468 -0.1387 0.0431 -0.1679 0.724
C 4.20838 -2.34487 0.94118 0.2865 -0.2609 0.7272 -1.780
H 5.10189 -2.18129 0.32722 -0.3549 -0.0971 0.3228 0.247
H 4.52132 -2.80719 1.88941 0.0813 -0.2674 -0.2431 0.569
H 3.52717 -3.03074 0.41339 0.2412 0.2204 0.1846 0.256
C -4.23248 -0.68895 2.15509 -0.2092 -0.2377 0.0536 -1.491
H -4.71000 -1.47564 2.75984 0.0691 0.2127 -0.1156 0.578
H -3.29472 -0.41597 2.65316 -0.3405 0.0455 -0.1020 0.043
H -4.90964 0.17671 2.14327 0.2537 -0.2422 0.0274 0.258
C -3.20101 -2.57739 0.85325 -0.1041 0.1014 0.0393 -1.718
H -3.01138 -3.02423 -0.13187 -0.0149 0.0811 0.2274 0.201
H -2.24601 -2.44476 1.37349 -0.1676 -0.0880 -0.1504 0.179
H -3.81049 -3.28897 1.43291 0.1495 0.1635 -0.1879 0.644
C -5.32368 -1.52494 0.03349 -0.1196 -0.0750 0.2879 -1.624
H -5.96160 -2.10425 0.71859 0.1016 0.1081 -0.2114 0.518
H -5.85953 -0.60436 -0.22954 0.1352 -0.3098 0.0773 0.268
H -5.18564 -2.12870 -0.87228 -0.0996 0.1382 0.2672 0.362
C -2.66901 2.49636 -1.33332 0.0616 -0.1617 0.0324 -1.729
H -2.95590 2.13687 -2.32855 0.0434 0.1496 0.1342 0.348
H -2.92121 3.56493 -1.27598 0.0195 -0.2398 -0.0159 0.603
H -1.58171 2.38935 -1.20991 -0.2273 0.0091 -0.0545 0.316
C -3.01402 2.36365 1.13701 -0.0048 -0.0311 0.0400 -1.592
H -1.92870 2.29449 1.28781 -0.1756 0.0462 -0.0923 0.192
H -3.29176 3.42646 1.14029 0.0682 -0.2023 0.0302 0.571
H -3.51469 1.88088 1.98444 0.0775 0.1468 -0.1734 0.305
C -4.94562 1.86233 -0.43151 -0.0840 0.6724 0.0304 -1.814
H -5.25510 1.38759 -1.37211 0.0527 0.0830 0.1939 0.318
H -5.51724 1.42798 0.39866 0.1488 0.0875 -0.2119 0.319
H -5.21539 2.92629 -0.49175 -0.0906 -0.1870 -0.0176 0.537
Be -0.71208 -0.08607 -0.03866 -0.2383 0.7878 -0.1547 -1.521
N 0.35405 1.10043 -0.47458 -0.7589 -1.1498 -1.9462 -0.342
C 0.95983 0.62626 -1.53360 -0.8742 2.7892 1.5563 1.119
C 1.06345 1.44174 -2.78096 -0.2187 0.1413 0.2826 0.066
C 1.23210 2.81535 -2.57502 -0.2462 0.1545 -0.2209 -0.387
C 0.86570 0.89139 -4.06406 0.0429 0.6722 0.5666 -0.172
C 1.16987 3.68615 -3.66247 0.0565 -0.4238 0.0762 -0.935
H 1.39184 3.16404 -1.53975 -0.2427 -0.1381 -0.7096 0.221
C 0.80036 1.76818 -5.15494 0.0078 -0.3859 0.5301 -0.770
H 0.75284 -0.19664 -4.16246 0.0191 0.4621 -0.1607 0.322
C 0.94692 3.14617 -4.93620 -0.0050 -0.0127 -0.3160 -0.733
H 1.28787 4.76321 -3.49842 -0.0439 -0.4569 -0.2652 0.450
H 0.62521 1.33329 -6.14572 0.1010 0.5005 0.3071 0.448
H 0.88934 3.80720 -5.79706 0.0111 -0.0333 0.1485 0.400
N -0.81513 -0.36163 1.60907 0.2420 -0.8826 5.3743 -0.657
C -0.88897 -0.45152 2.78931 0.7123 0.4535 -4.0667 1.942
C -0.86927 -0.50011 4.21915 -0.1644 -0.0684 1.0632 -0.409
C -1.55205 -1.51857 4.92742 0.0998 0.2313 -0.2292 -0.193
C -1.55774 -1.51323 6.32309 0.1037 0.0499 -0.3213 -0.748
C -0.88026 -0.51479 7.02828 0.0022 0.0543 -0.2478 -0.374
C -0.19733 0.48919 6.33677 0.0026 -0.0842 -0.2512 -0.705
C -0.17939 0.50117 4.94109 -0.1267 -0.0258 -0.2321 -0.384
H -2.06667 -2.30278 4.36744 0.1035 0.2492 0.2334 0.483
H -2.09518 -2.29240 6.85992 0.1457 0.1573 -0.1410 0.409
H -0.88387 -0.51727 8.12021 -0.0224 -0.0002 -0.3671 0.404
H 0.32591 1.27476 6.88299 -0.1395 -0.2527 -0.1718 0.413
H 0.35122 1.28491 4.39288 -0.1849 -0.2487 0.1994 0.508
```
Forces are in eV/Å.

Results
electronic energy	-2415.89238	hartree
largest force on an atom	5.5	eV Å⁻¹
relative energy (zero: lowest compared OMol25 entry of this formula, charge and spin)	262.1	kJ/mol
net charge	+1
LUMO energy	-2.962	eV

Which of these has the highest LUMO energy? C38H52BeN3OP2